[1]
The following is a quantum chemistry calculation of a 4-piece molecular cluster, C2H13NO4 overall, from OMol25.

Each atom is followed by the atoms it is bonded to, with distances in Å.
Atoms and positions in Å:
1 C 0.15983 -0.05711 -2.26368  O2 1.369, C3 1.635, H5 1.044, H6 1.135
2 O 0.26637 -0.74468 -1.08488  C1 1.369, H7 0.940
3 C 0.94152 1.36303 -2.47965  C1 1.635, N4 1.453, H8 1.135, H9 1.061
4 N 0.15201 2.42841 -1.88582  C3 1.453, H10 1.143, H11 1.000
5 H -0.85462 0.01705 -2.49810  C1 1.044
6 H 0.49884 -0.62034 -3.18908  C1 1.135
7 H 0.69036 -0.16271 -0.48095  O2 0.940
8 H 0.88824 1.50303 -3.60426  C3 1.135
9 H 1.96484 1.24266 -2.22812  C3 1.061
10 H 0.05400 3.36249 -2.53644  N4 1.143
11 H -0.70555 2.14422 -1.45689  N4 1.000
12 H -0.28572 -3.04439 2.50807  O14 0.959
13 H -1.55848 -3.42240 1.88246  O14 0.972
14 O -1.19676 -3.20613 2.75838  H12 0.959, H13 0.972
15 H -3.48901 4.35979 2.18589  O17 1.060
16 H -2.05021 4.63437 2.09432  O17 1.006
17 O -2.59790 3.95235 2.59048  H15 1.060, H16 1.006
18 H 2.53547 -4.25240 1.91144  O20 0.951
19 H 2.43359 -2.80677 2.04705  O20 0.963
20 O 2.55406 -3.47516 1.36418  H18 0.951, H19 0.963

Frontier orbital gap, eV: 9.5490
HOMO level, eV: -9.00
Calculated total energy, a.u.: -439.6239
Structure (SMILES): NCCO.O.O.O

[2]
The following is a quantum chemistry calculation of a 5-piece molecular cluster, C2H13NO4 overall, from OMol25.

Each atom is followed by the atoms it is bonded to, with distances in Å.
Atoms and positions in Å:
1 C -0.17872 1.40530 1.42119  N3 1.392, H4 1.098, H5 1.085, H6 1.100
2 C 0.30595 -0.74724 2.71543  N3 1.238, H7 1.095, H8 1.106
3 N 0.00427 0.40183 2.36878  C1 1.392, C2 1.238
4 H -1.22294 1.69197 1.23782  C1 1.098
5 H 0.25608 1.14204 0.46265  C1 1.085
6 H 0.26806 2.37160 1.69930  C1 1.100
7 H 1.14778 -0.95765 3.38339  C2 1.095
8 H -0.32275 -1.62177 2.46386  C2 1.106
9 H 0.02615 2.88098 4.18584  O11 0.968
10 H -0.92818 3.53391 3.32344  O11 0.969
11 O -0.93461 2.91796 4.07112  H9 0.968, H10 0.969
12 H -2.71400 -1.07268 -6.49085  O14 0.960
13 H -2.79700 -0.33936 -5.11422  O14 0.959
14 O -2.25697 -0.91232 -5.66198  H12 0.960, H13 0.959
15 H 5.39101 1.57524 0.69008  O17 0.959
16 H 4.38078 1.34774 1.90241  O17 0.957
17 O 4.51736 1.28365 0.95762  H15 0.959, H16 0.957
18 H -1.91252 -4.24119 -4.64010  O20 0.968
19 H -1.76279 -5.73563 -4.56562  O20 0.963
20 O -1.26696 -4.92438 -4.41016  H18 0.968, H19 0.963

Frontier orbital gap, eV: 8.3826
HOMO level, eV: -7.74
Calculated total energy, a.u.: -439.6023
Structure (SMILES): C=NC.O.O.O.O

[3]
The following is a quantum chemistry calculation of a 4-piece molecular cluster, C2H14N2O3 overall, from OMol25.

Each atom is followed by the atoms it is bonded to, with distances in Å.
Atoms and positions in Å:
1 N -0.20932 0.94334 2.49362  C2 1.482, H5 1.021, H6 1.015
2 C 0.24145 0.37960 1.19889  N1 1.482, C3 1.529, H7 1.086, H8 1.091
3 C -0.85739 0.54143 0.14773  C2 1.529, N4 1.472, H9 1.082, H10 1.077
4 N -0.43065 -0.17747 -1.06389  C3 1.472, H11 1.021, H12 1.015
5 H 0.31112 1.80852 2.64691  N1 1.021
6 H 0.13377 0.37763 3.26283  N1 1.015
7 H 0.45448 -0.68277 1.27384  C2 1.086
8 H 1.12826 0.90433 0.84010  C2 1.091
9 H -1.77814 0.15883 0.56776  C3 1.082
10 H -0.95152 1.57897 -0.12609  C3 1.077
11 H -0.62030 -1.17769 -0.98204  N4 1.021
12 H -1.01086 0.01756 -1.87330  N4 1.015
13 H 3.25485 4.00563 3.14727  O15 0.960
14 H 2.84834 4.23720 1.68355  O15 0.962
15 O 2.57721 3.80301 2.49758  H13 0.960, H14 0.962
16 H -0.80756 -1.00216 -4.19341  O18 0.973
17 H -2.06362 -1.78732 -4.10631  O18 0.973
18 O -1.76961 -0.86133 -4.16048  H16 0.973, H17 0.973
19 H 0.51826 -4.29095 -1.48777  O21 0.963
20 H -0.59567 -4.72249 -0.55524  O21 0.963
21 O -0.37310 -4.05387 -1.21156  H19 0.963, H20 0.963

Frontier orbital gap, eV: 9.4823
HOMO level, eV: -8.86
Calculated total energy, a.u.: -419.8015
Structure (SMILES): NCCN.O.O.O

[4]
The following is a quantum chemistry calculation of a 4-piece molecular cluster, C2H14N2O3 overall, from OMol25.

Each atom is followed by the atoms it is bonded to, with distances in Å.
Atoms and positions in Å:
1 C -0.54299 -1.39962 -1.10534  C2 1.573, N4 1.537, H5 1.150, H6 1.120
2 C -0.64081 -0.00898 -1.83292  C1 1.573, N3 1.525, H7 1.116, H8 1.092
3 N -2.05141 0.56916 -1.88213  C2 1.525, H9 0.981, H10 0.977
4 N 0.57637 -1.59826 -0.07082  C1 1.537, H11 0.993, H12 1.053
5 H -1.52277 -1.61384 -0.54280  C1 1.150
6 H -0.15762 -2.07323 -1.91327  C1 1.120
7 H 0.02589 0.74709 -1.35463  C2 1.116
8 H -0.24937 -0.10406 -2.84744  C2 1.092
9 H -2.70956 -0.12059 -1.65081  N3 0.981
10 H -2.27204 1.04309 -2.70692  N3 0.977
11 H 1.08210 -2.42723 -0.27806  N4 0.993
12 H 1.15008 -0.72778 -0.21894  N4 1.053
13 H -1.08369 0.78006 1.16429  O15 0.918
14 H -0.78754 -0.60334 1.71448  O15 0.946
15 O -1.11822 0.25924 1.91925  H13 0.918, H14 0.946
16 H 1.67411 1.75697 1.47805  O18 0.955
17 H 2.76740 2.29453 0.63545  O18 0.884
18 O 2.16118 1.65203 0.66318  H16 0.955, H17 0.884
19 H 1.90627 0.13617 3.00733  O21 0.904
20 H 0.44522 0.59286 2.84111  O21 0.947
21 O 1.34740 0.84574 2.98092  H19 0.904, H20 0.947

Frontier orbital gap, eV: 10.2150
HOMO level, eV: -9.32
Calculated total energy, a.u.: -419.7752
Structure (SMILES): NCCN.O.O.O